Formula: C40H60O30
Source: the OMol25 dataset
Level of theory: wB97M-V/def2-TZVPD

Output
- M (g mol⁻¹) = 1020.89
- SMILES string = C[C@H]1COC(=O)O1.C[C@H]1COC(=O)O1.C[C@H]1COC(=O)O1.C[C@H]1COC(=O)O1.C[C@H]1COC(=O)O1.C[C@H]1COC(=O)O1.C[C@H]1COC(=O)O1.C[C@H]1COC(=O)O1.C[C@H]1COC(=O)O1.C[C@H]1COC(=O)O1
- energy above the lowest of the compared OMol25 structures with the same formula, charge and spin (eV) = 4.261
- calculated total energy (eV) = -103877.4893
- HOMO-LUMO gap (hartree) = 0.35576
- LUMO (eV) = -0.41

Each line ends with the Mulliken charge.
Positions of all 130 atoms, in Å:
C  -5.45956  -1.09777  -1.03454  -1.233
C  -7.00152  -1.18352  -0.89954  0.522
C  -7.75225  -2.28190  -1.55679  -0.387
O  -8.58822  -2.78769  -0.51839  -0.342
C  -8.35383  -2.18259  0.60993  0.695
O  -8.96364  -2.17999  1.69145  -0.610
O  -7.36935  -1.31302  0.47351  -0.396
H  -5.03598  -0.33340  -0.38307  0.356
H  -5.11395  -0.78335  -2.01932  0.308
H  -4.96224  -2.05155  -0.85824  0.286
H  -7.36211  -0.24825  -1.32773  0.198
H  -7.10831  -3.11584  -1.83604  0.286
H  -8.28004  -1.99012  -2.46475  0.306
C  3.09767  -2.85021  0.32490  -1.075
C  2.95576  -3.68982  -0.95494  0.639
C  2.04689  -4.89479  -0.87634  -0.731
O  1.08808  -4.63814  -1.85931  -0.241
C  1.29234  -3.48993  -2.40498  0.529
O  0.55905  -3.08637  -3.28039  -0.599
O  2.31644  -2.85492  -1.87971  -0.163
H  3.58286  -3.35218  1.16199  0.584
H  2.15489  -2.51729  0.75900  0.227
H  3.67997  -1.95784  0.09532  -0.030
H  3.93913  -4.05612  -1.24975  0.216
H  1.55603  -5.06253  0.08232  0.283
H  2.50682  -5.83022  -1.19499  0.425
C  6.04055  1.25231  0.18083  -1.396
C  5.63897  1.80328  -1.17971  0.639
C  6.23171  1.22161  -2.40277  -0.444
O  5.16181  0.95485  -3.28241  -0.376
C  3.97708  1.16906  -2.55711  0.503
O  2.89329  0.90509  -3.01919  -0.507
O  4.26348  1.58000  -1.31784  -0.207
H  7.11843  1.09247  0.20761  0.477
H  5.70203  0.22262  0.29592  0.166
H  5.64900  1.89982  0.96539  0.356
H  5.86966  2.86685  -1.11896  0.155
H  6.77008  0.29955  -2.18350  0.282
H  6.85289  1.98223  -2.87573  0.325
C  -2.17556  -5.55380  0.52930  -1.214
C  -1.75480  -6.72597  -0.48938  0.834
C  -1.60748  -8.16654  0.10795  -0.346
O  -2.46200  -8.95324  -0.71048  -0.339
C  -2.85995  -8.19303  -1.78089  0.596
O  -3.55006  -8.65157  -2.68725  -0.591
O  -2.66710  -6.93805  -1.56374  -0.278
H  -1.43314  -5.37666  1.30746  0.382
H  -3.04743  -5.88091  1.09582  0.486
H  -2.53704  -4.66401  0.01383  0.016
H  -0.80651  -6.42567  -0.93511  -0.072
H  -2.04975  -8.23200  1.10203  0.264
H  -0.58747  -8.54428  0.17857  0.267
C  1.23619  -0.00394  0.19337  -0.226
C  -0.28959  0.08476  0.13130  0.743
C  -0.79111  0.74358  -1.16725  0.133
O  -1.49692  -0.29647  -1.89688  -0.147
C  -1.56294  -1.40104  -1.10930  0.232
O  -2.14795  -2.40244  -1.40888  -0.377
O  -0.81750  -1.22196  0.02441  -0.318
H  1.51294  -0.50203  1.12258  0.189
H  1.67057  0.97758  0.00356  -0.179
H  1.63771  -0.63795  -0.59715  0.050
H  -0.69469  0.65025  0.97048  -0.246
H  0.07982  1.10404  -1.71465  0.271
H  -1.38943  1.62532  -0.93777  -0.192
C  -1.06042  -1.13144  -5.40380  -1.449
C  -2.26149  -1.98844  -4.97842  0.900
C  -3.28378  -1.34155  -4.17681  0.176
O  -4.43817  -1.29393  -4.99255  -0.413
C  -4.24025  -1.95511  -6.10410  0.472
O  -5.00462  -2.22595  -7.04107  -0.621
O  -2.94576  -2.31160  -6.12109  -0.424
H  -1.51342  -0.35902  -6.02530  0.458
H  -0.47297  -1.74698  -6.08505  0.326
H  -0.52927  -0.79033  -4.51520  0.285
H  -2.00978  -2.91158  -4.45637  0.258
H  -2.91239  -0.39368  -3.78731  0.087
H  -3.51075  -2.02122  -3.35545  -0.075
C  3.61212  -0.25886  6.85773  -1.277
C  4.53826  -0.32727  5.55562  0.347
C  4.79933  -1.73672  5.06457  -0.559
O  4.30305  -1.75815  3.73062  -0.318
C  3.90136  -0.55778  3.37044  0.554
O  3.75852  -0.22312  2.19323  -0.402
O  3.95719  0.27018  4.40966  -0.310
H  3.74135  -0.92118  7.71373  0.365
H  2.58263  -0.28582  6.50064  0.331
H  3.57633  0.75434  7.25802  0.343
H  5.47623  0.19646  5.74004  0.298
H  4.29174  -2.45663  5.70659  0.315
H  5.84290  -2.03704  5.15869  0.303
C  -2.84568  5.20793  1.23680  -1.341
C  -2.91670  4.62866  -0.14126  0.607
C  -3.44209  5.61281  -1.21142  -0.600
O  -2.62019  5.36437  -2.34018  -0.356
C  -1.57510  4.62387  -1.95871  0.595
O  -0.59971  4.41242  -2.65351  -0.557
O  -1.66358  4.31605  -0.66358  -0.100
H  -2.40888  6.20654  1.22669  0.363
H  -2.26027  4.55832  1.88749  0.105
H  -3.74337  5.22083  1.85494  0.442
H  -3.58275  3.77151  -0.24010  0.211
H  -3.50473  6.65578  -0.90096  0.317
H  -4.48405  5.34833  -1.39159  0.358
C  0.61499  4.79173  4.51764  -1.434
C  -0.13353  3.43034  4.49967  0.783
C  0.53077  2.36837  3.59203  0.740
O  0.72413  1.29720  4.49978  -0.278
C  0.40659  1.62029  5.75451  0.495
O  0.44198  0.90825  6.75088  -0.597
O  -0.07497  2.90256  5.81513  -0.376
H  0.45502  5.44428  3.65934  0.290
H  1.67809  4.64359  4.70728  0.374
H  0.22747  5.43075  5.31110  0.398
H  -1.16200  3.56956  4.16655  0.129
H  1.45113  2.70128  3.11224  -0.031
H  -0.12718  2.03217  2.79066  -0.483
C  1.91217  4.00467  0.42340  -1.010
C  2.13266  4.78823  -0.91068  0.424
C  1.50744  6.22149  -0.97298  -0.236
O  2.61733  7.04290  -0.83304  -0.401
C  3.80424  6.41544  -0.80278  0.536
O  4.89288  6.90777  -0.66559  -0.552
O  3.50747  5.12649  -1.06800  -0.352
H  2.13220  4.64041  1.28102  0.470
H  2.52122  3.13008  0.65198  0.097
H  0.88352  3.67306  0.56482  0.304
H  1.74424  4.18260  -1.72949  0.272
H  0.74957  6.37748  -0.20526  0.179
H  1.00883  6.39930  -1.92581  0.282

Formula: C8H16O4
Source: the OMol25 dataset
Level of theory: wB97M-V/def2-TZVPD

Output
- M (g mol⁻¹) = 176.21
- SMILES string = CCC(=O)OC.CCC(=O)OC
- energy above the lowest of the compared OMol25 structures with the same formula, charge and spin (eV) = 1.232
- calculated total energy (eV) = -16744.7863
- HOMO-LUMO gap (hartree) = 0.39033
- LUMO (eV) = 0.76

Each line ends with the Mulliken charge.
Positions of all 28 atoms, in Å:
C  -4.08080  -2.55434  -0.37626  -1.054
C  -2.78202  -3.03553  0.33643  -0.315
C  -1.78785  -1.92214  0.06872  0.546
O  -1.66898  -1.08463  0.94826  -0.499
O  -1.19152  -1.95656  -1.24864  -0.298
C  -0.36265  -0.93354  -1.73862  -0.538
H  -4.36222  -1.65611  0.19872  0.296
H  -4.91702  -3.27260  -0.33837  0.320
H  -3.91544  -2.26202  -1.42689  0.285
H  -2.92940  -3.21061  1.41952  0.269
H  -2.42982  -3.98392  -0.11295  0.272
H  -0.53751  -0.73994  -2.81033  0.284
H  0.69410  -1.21771  -1.60029  0.225
H  -0.55318  -0.00330  -1.17741  0.185
C  0.42306  1.93589  1.61696  -0.651
C  1.58346  2.92078  1.51603  -0.378
C  2.79736  2.25283  0.80374  0.640
O  3.77783  1.81467  1.43730  -0.610
O  2.71316  2.06848  -0.51256  -0.326
C  3.82025  1.29923  -1.18033  -0.625
H  -0.45710  2.54967  1.87231  0.325
H  0.55013  1.16287  2.39342  0.303
H  0.23588  1.43704  0.65118  -0.028
H  1.31470  3.76644  0.85415  0.262
H  1.81292  3.33597  2.51624  0.295
H  4.80576  1.40492  -0.69637  0.315
H  3.89997  1.65350  -2.22185  0.262
H  3.54687  0.23071  -1.19213  0.239

Formula: C17H25I2MoOP2
Source: the OMol25 dataset
Level of theory: wB97M-V/def2-TZVPD

Output
- M (g mol⁻¹) = 657.08
- multiplicity = 3
- total charge = +3
- energy above the lowest of the compared OMol25 structures with the same formula, charge and spin (eV) = 0.402
- calculated total energy (eV) = -56686.2776
- HOMO-LUMO gap (alpha / beta) (hartree) = 0.16151 / 0.11173
- LUMO (alpha / beta) (eV) = -13.29 / -14.24

Each line ends with the Löwdin spin population.
Positions of all 48 atoms, in Å:
I  0.14047  -2.26835  -0.10633  0.474
I  -0.21018  2.52979  -1.62206  0.034
Mo  0.08048  0.56223  0.38309  1.277
P  -2.14402  -0.18706  -0.24472  0.019
C  -3.41668  1.10831  -0.07153  0.003
C  -2.41761  -0.64794  -1.98675  0.002
H  -3.42536  -1.08819  -2.04536  0.000
H  -3.81714  -1.71640  0.57778  0.001
H  -1.66622  -1.36680  -2.35197  0.000
H  -2.17160  -2.42077  0.79460  0.024
H  -3.25691  1.88746  -0.82903  0.001
H  -2.37655  0.26126  -2.60618  0.001
C  -2.78068  -1.50895  0.87070  0.051
H  -4.39463  0.61926  -0.20634  0.001
H  -2.72569  -1.17732  1.91333  0.002
H  -3.38530  1.57919  0.91821  0.001
P  2.25652  0.04064  -0.15508  0.044
C  3.50928  1.37170  0.00974  0.004
C  2.97217  -1.26603  0.93515  0.058
H  1.76673  -1.06133  -2.31638  0.006
H  3.49740  -0.91592  -1.99753  -0.001
H  2.56675  0.52298  -2.50729  0.001
C  2.53606  -0.39658  -1.90929  0.012
H  2.46605  -2.23451  0.80080  0.016
H  4.03289  -1.39108  0.70313  0.003
H  4.45916  0.91742  0.29820  0.001
H  3.21405  2.11836  0.74447  0.000
H  2.84596  -0.99489  1.98550  0.002
H  3.61648  1.85991  -0.95836  0.000
C  0.72825  2.51812  1.01269  0.011
O  1.15782  3.38243  1.67263  0.024
C  2.82540  0.52237  5.70790  0.013
C  3.17770  0.75024  4.37856  0.001
C  2.21128  0.85148  3.38896  0.038
C  0.83993  0.63957  3.65375  -0.010
C  -0.21244  0.63363  2.63385  -0.058
C  -1.52584  0.67184  3.08732  -0.019
C  -1.84918  0.51424  4.46138  -0.012
C  -0.87080  0.37148  5.41981  -0.049
C  0.48459  0.44916  5.04938  0.000
C  1.48920  0.37860  6.03269  0.026
H  3.59283  0.45753  6.47146  0.000
H  4.22556  0.86975  4.10799  0.000
H  2.54621  1.10959  2.37206  0.002
H  -2.34768  0.84959  2.39295  -0.001
H  -2.89146  0.50069  4.75883  0.000
H  -1.12174  0.21831  6.47122  -0.002
H  1.19977  0.21620  7.05220  0.001

Formula: C26H46AsO9SSi3TcTe
Source: the OMol25 dataset
Level of theory: wB97M-V/def2-TZVPD

Output
- M (g mol⁻¹) = 919.49
- multiplicity = 4
- total charge = -1
- energy above the lowest of the compared OMol25 structures with the same formula, charge and spin (eV) = 2.023
- calculated total energy (eV) = -150941.6776
- HOMO-LUMO gap (alpha / beta) (hartree) = 0.25530 / 0.22521
- LUMO (alpha / beta) (eV) = 2.25 / 2.25

Each line ends with the Löwdin spin population.
Positions of all 88 atoms, in Å:
Tc  -0.36847  -0.00716  -1.30426  2.654
O  -4.44916  -0.79359  -2.01577  0.009
C  -3.44716  -0.19314  -1.66530  0.006
O  -2.34982  -0.77559  -1.29630  0.018
C  -3.53594  1.33376  -1.50560  0.002
C  -3.17208  1.72347  -0.06045  0.004
C  -3.61188  3.16677  0.23056  0.002
C  -2.49329  3.98283  -0.46998  0.001
C  -1.70328  2.85594  -1.13644  0.005
O  -1.73687  1.84289  -0.11649  0.055
C  -2.55082  2.26807  -2.28805  0.004
C  -1.75503  1.64435  -3.43165  0.015
O  -1.95617  2.00882  -4.57732  0.013
O  -0.84000  0.78009  -3.10419  0.072
H  -4.56738  1.57783  -1.75052  0.000
H  -3.45413  0.99589  0.69625  0.000
H  -4.60250  3.36767  -0.17834  0.001
H  -3.63587  3.35810  1.30266  0.000
H  -2.87055  4.71126  -1.18729  0.000
H  -1.86597  4.49694  0.25808  0.000
H  -0.67113  3.07808  -1.38425  0.001
H  -3.12417  3.07056  -2.75058  0.000
O  0.92851  -2.36289  -0.78827  0.049
S  0.42195  -2.14755  0.55947  0.013
O  -0.93524  -2.96091  0.67751  0.002
O  0.04252  -0.68887  0.69200  0.049
O  1.28438  -2.59458  1.61985  0.007
C  1.19038  3.68100  -2.94158  0.000
Si  2.42109  2.29180  -3.15091  0.000
C  4.09103  3.12530  -3.23192  -0.001
C  2.07285  1.44274  -4.76563  0.000
As  1.99746  0.67114  -1.48262  0.008
Si  3.51370  -1.05892  -2.06274  -0.003
C  4.14577  -1.99612  -0.58468  -0.001
C  5.02891  -0.31275  -2.86964  -0.001
C  2.71190  -2.18901  -3.29614  0.002
Si  2.70328  1.63453  0.55555  0.006
C  4.10427  2.83499  0.27379  0.000
C  1.22101  2.58080  1.16222  0.002
C  3.23138  0.37833  1.81416  0.002
H  1.51433  4.54618  -3.52744  0.000
H  1.09939  3.99676  -1.89875  0.000
H  0.20680  3.37453  -3.30121  0.000
H  4.09100  3.69601  -4.16637  0.000
H  4.93984  2.44515  -3.24933  0.000
H  4.23298  3.82462  -2.40892  0.000
H  2.09467  2.17356  -5.57982  0.000
H  1.06983  1.00918  -4.72551  0.000
H  2.78653  0.64868  -4.99493  0.000
H  4.87984  -1.40711  -0.03083  0.000
H  4.63556  -2.90938  -0.93659  0.000
H  3.34216  -2.28139  0.09455  0.000
H  5.51386  0.41437  -2.21376  0.000
H  4.80147  0.18297  -3.81455  0.000
H  5.74773  -1.11303  -3.07352  0.000
H  2.00195  -2.84389  -2.79187  0.000
H  3.47851  -2.79244  -3.79046  0.000
H  2.16124  -1.63069  -4.05702  0.001
H  3.74899  3.72453  -0.24938  0.000
H  4.90854  2.39502  -0.32035  0.000
H  4.52308  3.14904  1.23498  0.000
H  1.00804  3.42977  0.50662  0.000
H  1.39145  2.95731  2.17528  0.000
H  0.33499  1.94079  1.17592  0.001
H  4.26155  0.05808  1.65005  0.000
H  2.59463  -0.51031  1.80897  0.000
H  3.16244  0.83463  2.80591  0.000
C  -3.75859  -4.88640  6.82537  0.000
C  -3.41725  -4.23233  5.51295  0.000
C  -3.57411  -2.87035  5.32613  0.000
C  -3.28488  -2.25751  4.10606  0.000
C  -3.47588  -0.76175  3.99993  0.000
C  -2.83786  -3.04455  3.03637  0.000
Te  -2.70597  -2.10789  1.14437  0.001
C  -2.66645  -4.42777  3.20830  0.000
C  -2.19061  -5.31824  2.09317  0.000
C  -2.95053  -4.99076  4.44466  0.000
H  -4.05414  -4.14614  7.56882  0.000
H  -2.91000  -5.44660  7.22291  0.000
H  -4.58504  -5.59008  6.70535  0.000
H  -3.92411  -2.25684  6.15054  0.000
H  -3.60040  -0.32484  4.99091  0.000
H  -4.36604  -0.50360  3.41867  0.000
H  -2.62484  -0.28818  3.50950  0.000
H  -2.78641  -5.15761  1.19085  0.000
H  -2.26368  -6.36645  2.38122  0.000
H  -1.15861  -5.09836  1.82202  0.000
H  -2.80946  -6.05960  4.57501  0.000

Which value of energy above the lowest of the compared OMol25 structures with the same formula, charge and spin does entry 3 give? 0.402 eV